No. 1
Here is a 7-piece molecular cluster, C20H53F3NO24P5 overall in a non-equilibrium geometry from OMol25. Energies are from ωB97M-V/def2-TZVPD.

Properties
E_LUMO, eV: -0.555
Charge: 0
SMILES: CCOC(=O)C(F)(F)F.COP(=O)(OC)OC.COP(=O)(OC)OC.COP(=O)(OC)OC.COP(=O)(OC)OC.COP(=O)(OC)OC.C[N+](=O)[O-]

Last column: Löwdin charge in e.
Atoms and positions in Å:
C  -5.80889  2.07080  0.11559  -0.05
C  -4.54896  1.27460  -0.20351  -0.20
O  -4.13999  1.57482  -1.55806  0.00
C  -4.44901  0.59770  -2.44525  -0.38
O  -5.13600  -0.34450  -2.22843  0.18
C  -3.87905  0.85842  -3.86398  -0.54
F  -4.90216  1.15226  -4.67234  0.18
F  -3.01141  1.87803  -3.89843  0.16
F  -3.23537  -0.22969  -4.31036  0.15
H  -6.71800  1.54097  -0.17360  0.08
H  -5.79767  3.07948  -0.29472  0.08
H  -5.91961  2.22017  1.19266  0.08
H  -4.60625  0.20018  -0.07284  0.10
H  -3.80755  1.79489  0.40395  0.12
C  -3.44631  -2.42209  2.31859  -0.12
O  -4.53256  -3.30920  2.25068  -0.21
P  -5.89145  -2.98342  1.45999  0.38
O  -7.04248  -3.84525  1.73885  -0.22
O  -6.23764  -1.50185  1.94151  -0.26
C  -6.89402  -1.26854  3.21151  -0.06
O  -5.42810  -2.73837  -0.04291  -0.22
C  -4.55616  -3.62273  -0.76464  -0.07
H  -3.12613  -2.22644  3.34712  0.09
H  -3.71869  -1.42411  1.97302  0.07
H  -2.53577  -2.79646  1.85085  0.08
H  -7.95530  -1.34683  2.98540  0.09
H  -6.59103  -0.28593  3.55621  0.09
H  -6.62000  -2.06978  3.89603  0.09
H  -4.51397  -4.57840  -0.23937  0.09
H  -3.59816  -3.10565  -0.71331  0.08
H  -4.84587  -3.84343  -1.78829  0.09
C  6.60695  -1.91846  0.29425  -0.10
O  6.50483  -0.51516  0.05230  -0.20
P  5.03691  0.10330  0.00911  0.39
O  4.88257  1.56640  -0.14472  -0.24
O  4.31069  -0.35707  1.34310  -0.22
C  2.92772  -0.53310  1.49665  -0.09
O  4.32183  -0.78267  -1.12269  -0.23
C  4.27896  -0.23535  -2.44603  -0.09
H  5.67163  -2.47211  0.23324  0.08
H  7.10066  -2.06361  1.25475  0.09
H  7.26928  -2.32390  -0.47321  0.09
H  2.71662  -1.60367  1.46475  0.08
H  2.36221  -0.13329  0.64880  0.06
H  2.68048  0.03636  2.39360  0.10
H  4.89750  -0.83845  -3.11313  0.09
H  4.67187  0.77920  -2.42203  0.07
H  3.27152  -0.27391  -2.85498  0.07
C  4.83674  -4.31339  3.77775  -0.08
O  4.09383  -4.01149  2.57767  -0.24
P  2.61509  -4.64131  2.44626  0.41
O  1.71303  -4.18883  3.51809  -0.24
O  2.77673  -6.24815  2.31780  -0.22
C  2.78024  -6.88486  1.00340  -0.07
O  2.07508  -4.20734  0.98920  -0.26
C  0.72581  -4.43725  0.61796  -0.10
H  4.22429  -4.23804  4.67394  0.09
H  5.58017  -3.52478  3.89912  0.09
H  5.36481  -5.23818  3.55821  0.09
H  2.98870  -6.17749  0.20756  0.08
H  1.81226  -7.36331  0.86994  0.09
H  3.53761  -7.66189  1.06418  0.09
H  0.30201  -3.48085  0.31372  0.08
H  0.14094  -4.92888  1.39533  0.10
H  0.68516  -5.08779  -0.25983  0.09
C  -1.46167  5.29100  5.12666  -0.09
O  -0.91847  6.07464  4.05319  -0.20
P  0.15768  5.43500  3.06469  0.37
O  0.78761  6.34310  2.10654  -0.22
O  1.19101  4.72467  4.07711  -0.21
C  2.45646  4.39711  3.50392  -0.12
O  -0.62295  4.23786  2.38645  -0.23
C  -0.17153  3.58375  1.18456  -0.07
H  -0.70433  5.36063  5.90855  0.09
H  -1.57211  4.24428  4.83900  0.08
H  -2.42904  5.68838  5.41855  0.09
H  3.19898  4.50390  4.29262  0.09
H  2.84693  5.04229  2.71254  0.08
H  2.53538  3.42103  3.01962  0.08
H  0.76380  4.09143  0.93821  0.08
H  -0.87824  3.83839  0.39628  0.09
H  -0.04414  2.53508  1.44081  0.09
C  0.50352  0.23335  -5.04071  -0.08
O  0.75333  1.55705  -5.54903  -0.21
P  2.03449  2.30613  -4.93200  0.41
O  3.29177  1.58029  -4.85014  -0.21
O  2.05184  3.74535  -5.71654  -0.20
C  1.95828  3.66773  -7.12944  -0.13
O  1.45730  2.76110  -3.51354  -0.23
C  2.25395  3.57452  -2.65844  -0.09
H  -0.56531  0.04458  -4.98871  0.07
H  0.98152  0.06581  -4.07763  0.07
H  0.85596  -0.47362  -5.79258  0.09
H  1.06336  4.19521  -7.47349  0.09
H  1.95703  2.66932  -7.56372  0.09
H  2.72361  4.25907  -7.63934  0.09
H  2.93498  4.22800  -3.20884  0.09
H  2.93890  2.99425  -2.03425  0.08
H  1.63802  4.20676  -2.02313  0.09
C  -0.79506  0.95299  -1.16472  0.07
N  -1.00616  -0.11156  -0.13602  -0.39
O  -2.13859  -0.37163  0.21771  0.06
O  -0.01788  -0.57801  0.43181  0.06
H  -0.98921  0.39991  -2.08143  0.10
H  0.19091  1.40576  -1.11490  0.09
H  -1.48304  1.77478  -0.98624  0.09

No. 2
Here is a 8-piece molecular cluster, C19H33N5O3 overall in a non-equilibrium geometry from OMol25. Energies are from ωB97M-V/def2-TZVPD.

Properties
Energy above the lowest of the compared OMol25 structures with the same formula, charge and spin, eV: 4.9369
E_LUMO, eV: 0.545
Charge: 0
SMILES: CC(C)=O.CC(C)=O.CC(C)=O.CC#N.CC#N.CC#N.CC#N.CC#N

Last column: Löwdin charge in e.
Atoms and positions in Å:
C  3.39107  -4.04727  -1.12911  -0.03
C  2.84540  -3.28500  0.07254  -0.41
C  2.50640  -1.75654  -0.03321  -0.01
O  2.69054  -3.88062  1.18722  0.00
H  3.18775  -5.07930  -0.84332  0.08
H  4.43669  -3.76653  -1.25552  0.09
H  2.82160  -4.00576  -2.05759  0.07
H  2.88278  -1.20758  0.82997  0.07
H  1.43308  -1.56694  -0.04533  0.06
H  3.08075  -1.41913  -0.89598  0.07
C  1.48228  2.33002  2.70434  -0.01
C  2.74805  2.99341  2.09283  -0.47
C  3.11134  4.39094  2.56411  -0.02
O  3.22134  2.48435  1.09405  0.04
H  0.70389  2.85221  2.14799  0.06
H  1.36580  2.61461  3.75006  0.08
H  1.21783  1.31510  2.40752  0.07
H  3.53868  4.21713  3.55167  0.08
H  2.28285  5.09891  2.54212  0.07
H  3.89296  4.85508  1.96266  0.08
C  -2.87108  -5.07847  -1.72540  -0.02
C  -1.73537  -4.17777  -1.28938  -0.49
C  -0.51555  -4.14570  -2.10251  -0.03
O  -1.78733  -3.52787  -0.23500  0.03
H  -3.43070  -5.53010  -0.90627  0.08
H  -2.33875  -5.97491  -2.04341  0.08
H  -3.61050  -4.71213  -2.43753  0.09
H  0.15712  -4.97768  -1.89412  0.10
H  -0.06316  -3.23698  -1.70542  0.05
H  -0.90370  -4.02341  -3.11369  0.09
C  -3.34222  5.90492  1.78630  -0.08
C  -2.68908  4.66176  1.48005  -0.25
N  -2.17237  3.65423  1.16936  0.15
H  -2.78413  6.39419  2.58458  0.09
H  -4.34841  5.77336  2.18424  0.08
H  -3.51563  6.70485  1.06649  0.09
C  0.36095  4.36751  -0.68169  -0.09
C  0.19056  5.49101  0.18250  -0.29
N  0.11325  6.47247  0.84078  0.13
H  1.34881  3.92346  -0.80433  0.09
H  -0.15180  4.47131  -1.63794  0.09
H  -0.18754  3.54097  -0.22993  0.03
C  -1.27976  0.28033  -0.23196  -0.05
C  -0.90693  -0.29912  -1.57865  -0.24
N  -0.59015  -0.72915  -2.61326  0.13
H  -1.90914  1.15955  -0.36955  0.06
H  -0.36371  0.57465  0.28024  0.06
H  -1.79478  -0.50263  0.32466  0.06
C  -1.21220  -1.90415  5.72709  -0.07
C  -1.25648  -1.56341  4.29394  -0.26
N  -1.23959  -1.28603  3.15073  0.13
H  -0.46600  -1.24864  6.17609  0.08
H  -1.03457  -2.96154  5.92323  0.08
H  -2.19569  -1.62723  6.10678  0.08
C  -0.67289  -1.00477  -6.34834  -0.08
C  -0.88872  -2.43410  -6.43194  -0.30
N  -1.00467  -3.57498  -6.52594  0.12
H  -0.06907  -0.69755  -7.20223  0.08
H  -0.04189  -0.79451  -5.48479  0.06
H  -1.63820  -0.49883  -6.33079  0.08

No. 3
Here is an isolated ion of composition C6H11N2 and charge +1 in a non-equilibrium geometry from OMol25. Energies are from ωB97M-V/def2-TZVPD.

Properties
Energy above the lowest of the compared OMol25 structures with the same formula, charge and spin, eV: 6.5423
E_LUMO (alpha / beta), eV: -6.391 / -4.241
Charge: +1

Last column: Löwdin charge in e.
Atoms and positions in Å:
C  -1.30150  -0.80333  -0.20920  0.15
C  -2.93049  1.03570  0.06130  0.17
C  0.83833  0.09125  -1.06412  -0.12
C  1.38204  1.08179  -0.05745  -0.35
C  0.10609  -1.26169  -0.48491  -0.24
C  0.74323  -1.84408  0.81710  -0.05
N  -2.00804  0.13593  -0.13590  0.11
N  0.46100  2.01619  0.45155  0.09
H  -3.44860  1.07849  0.96412  0.10
H  -3.27624  1.39716  -0.90091  0.12
H  -0.04444  0.50081  -1.63393  0.12
H  1.72028  -0.27880  -1.66309  0.14
H  1.90397  0.69117  0.86014  0.14
H  2.24186  1.53579  -0.52518  0.12
H  0.10653  -1.94134  -1.32327  0.14
H  1.76081  -1.76208  0.70943  0.04
H  0.57610  -2.93603  1.01796  0.11
H  0.46803  -1.35980  1.80530  0.11
H  0.70105  2.62285  1.31104  0.10